C15H25FN3 | the ωB97M-V functional and the def2-TZVPD basis

Computed properties:
HOMO in eV: -10.692
Charge: +1
Frontier orbital gap in eV: 7.0
Energy relative to the best compared isomer or geometry (same formula, charge and spin) in kcal per mole: 7.5

Positions of all 44 atoms, in Å:
C1 0.349 -1.868 0.008
N1 -0.807 -0.989 -0.056
C2 -2.089 -1.576 0.264
C3 -2.919 -0.595 1.046
C4 -2.970 0.721 0.323
N2 -1.630 1.149 -0.015
C5 -1.325 2.559 0.122
C6 -0.689 0.284 -0.357
C7 0.490 0.745 -1.186
H1 1.055 -1.492 0.775
H2 -0.039 -2.851 0.307
H3 0.855 -1.936 -0.965
H4 -2.598 -1.828 -0.684
H5 -1.871 -2.459 0.862
H6 -3.934 -0.983 1.181
H7 -2.497 -0.456 2.059
H8 -3.539 0.616 -0.615
H9 -3.373 1.507 0.960
H10 -0.534 2.706 0.886
H11 -0.997 2.985 -0.836
H12 -2.255 3.041 0.449
H13 0.193 1.662 -1.709
H14 0.683 -0.036 -1.949
C8 4.203 -0.395 3.870
C9 3.979 0.768 4.777
N3 3.325 1.789 4.242
F1 1.612 0.967 -0.410
C10 2.736 2.648 5.068
C11 1.654 3.480 4.470
C12 3.101 2.756 6.422
C13 4.002 1.822 6.934
C14 4.516 1.954 8.319
C15 4.414 0.767 6.113
H15 4.906 -1.094 4.357
H16 3.226 -0.873 3.678
H17 4.557 -0.051 2.890
H18 1.344 4.251 5.197
H19 1.988 3.905 3.517
H20 0.819 2.807 4.209
H21 2.647 3.534 7.042
H22 5.222 1.146 8.547
H23 5.050 2.909 8.439
H24 3.706 1.948 9.062
H25 5.018 -0.074 6.468